Computed, not measured: C3H2CaO3 as an isolated structure, with ωB97M-V/def2-TZVPD.

XYZ file:
```
9
C3H2CaO3 | the OMol25 dataset | ωB97M-V/def2-TZVPD
O 4.498 1.114 0.318
C 3.413 0.870 0.192
O -0.642 1.088 0.517
C -1.692 0.339 0.121
C -1.473 -0.925 -0.357
O -0.209 -1.364 -0.585
H -2.592 0.183 0.805
Ca 0.996 0.179 -0.195
H -2.299 -1.486 -0.817
```

Calculated values
Calculated total energy, hartree: -1018.79753
HOMO energy, hartree: -0.2201
ΔE to the lowest compared entry with this formula, charge and spin, kcal/mol: 0.0

Mulliken atomic charge list, values in e, 5 entries: 0.009, -0.104, -0.890, -0.254, 0.073